Density functional theory data (wB97M-V/def2-TZVPD) for the molecule C2H5BrOS.

Element x y z (Å)
C -1.361 -0.696 0.210
C 1.029 0.288 0.076
O 0.752 1.529 -0.516
S 0.086 -1.122 -0.699
Br 2.965 -0.102 0.004
H -2.229 -1.027 -0.200
H -1.491 0.414 0.474
H -1.188 -1.161 1.144
H 0.731 0.403 1.049
H 0.707 1.473 -1.542

Forces on atoms 1 to 3 (eV/Å):
1.242 2.750 2.058
0.407 -0.013 -3.717
-0.121 -0.520 -2.099

Output
Max |F|: 3.7 eV Å⁻¹
Gap between HOMO and LUMO: 0.367 hartree
SMILES: CS[C@H](O)Br
HOMO: -9.21 eV
Energy above the lowest of the compared OMol25 structures with the same formula, charge and spin: 0.569 eV
Net charge: 0